(1)
108
Properties=species:S:1:pos:R:3 method="wB97M-V/def2-TZVPD" energy_ev=-64898.1393 de_lowest_kj_mol=148.59 charge=0 homo_energy_ev=-3.99 e_lumo_ev=-0.411
Cs -8.940 -11.710 17.856
C -10.887 -13.798 15.226
C -9.569 -13.818 14.524
N -8.814 -12.576 14.509
C -9.249 -11.527 13.556
C -9.745 -10.422 14.398
C -9.046 -9.211 14.414
C -9.553 -8.161 15.209
C -10.806 -8.249 15.867
C -11.396 -9.542 15.837
C -12.658 -9.996 16.677
N -12.397 -11.263 17.367
C -13.001 -12.459 16.786
C -12.236 -13.733 17.222
N -10.898 -13.942 16.648
N -10.897 -10.460 15.040
H -11.513 -14.579 14.772
H -11.346 -12.863 14.933
H -9.881 -14.088 13.479
H -8.965 -14.629 14.915
H -7.820 -12.801 14.275
H -10.035 -11.807 12.846
H -8.380 -11.149 13.012
H -8.051 -9.103 14.022
H -9.072 -7.193 15.093
H -11.370 -7.327 16.254
H -13.562 -10.175 16.122
H -12.858 -9.203 17.437
H -12.478 -11.158 18.375
H -13.126 -12.379 15.737
H -14.016 -12.664 17.126
H -12.880 -14.558 16.921
H -12.163 -13.832 18.341
H -10.597 -14.909 16.886
C -5.365 -10.051 18.711
Si -3.633 -10.370 19.027
C -3.057 -11.023 20.788
N -3.834 -12.191 21.102
C -3.210 -13.476 20.761
C -3.702 -14.606 21.705
C -5.168 -14.577 21.915
C -5.726 -13.169 22.260
C -5.275 -12.172 21.192
C -2.790 -11.414 17.734
C -3.517 -12.062 16.778
C -2.914 -12.962 15.863
C -1.559 -13.199 15.954
C -0.787 -12.306 16.682
C -1.392 -11.428 17.577
C -2.835 -8.689 18.812
C -2.797 -7.797 19.875
C -2.525 -6.450 19.685
C -2.207 -6.042 18.417
C -1.943 -6.925 17.416
C -2.232 -8.271 17.577
H -5.555 -10.040 17.637
H -6.166 -9.721 19.353
H -3.180 -10.251 21.627
H -1.983 -11.285 20.692
H -2.150 -13.345 20.796
H -3.468 -13.774 19.732
H -3.105 -14.626 22.643
H -3.576 -15.533 21.083
H -5.564 -15.373 22.621
H -5.691 -14.973 21.065
H -5.449 -12.867 23.268
H -6.830 -13.099 22.211
H -5.589 -11.114 21.322
H -5.685 -12.478 20.185
H -4.621 -11.981 16.718
H -3.573 -13.335 15.116
H -1.131 -13.931 15.282
H 0.246 -12.279 16.604
H -0.702 -10.901 18.230
H -2.992 -8.129 20.911
H -2.683 -5.654 20.442
H -2.061 -5.024 18.249
H -1.340 -6.659 16.547
H -2.010 -8.999 16.743
C -9.609 -14.568 22.153
C -10.168 -13.339 21.516
O -9.604 -12.895 20.529
C -11.360 -12.680 22.129
C -12.360 -13.407 22.841
C -13.449 -12.702 23.363
C -13.492 -11.318 23.213
C -12.628 -10.605 22.471
C -11.487 -11.260 21.962
H -9.442 -15.319 21.365
H -10.298 -14.962 22.956
H -8.628 -14.421 22.644
H -12.267 -14.418 23.099
H -14.191 -13.240 23.977
H -14.342 -10.774 23.695
H -12.765 -9.593 22.145
H -10.705 -10.721 21.383
C -7.359 -16.109 17.963
N -6.763 -15.687 16.716
C -6.480 -16.788 15.743
C -6.363 -14.449 16.578
O -6.650 -13.538 17.407
H -7.361 -15.253 18.664
H -6.804 -16.959 18.440
H -8.430 -16.414 17.795
H -7.289 -17.524 15.936
H -5.524 -17.368 15.892
H -6.511 -16.408 14.714
H -5.718 -14.160 15.721

=====

(2)
114
Properties=species:S:1:pos:R:3 method="wB97M-V/def2-TZVPD" energy_ev=-142457.6770 de_lowest_kj_mol=26.60 charge=+2 homo_energy_ev=-11.81 e_lumo_ev=-6.728
Ti 0.560 0.372 -0.767
C -9.790 -0.146 8.028
O -8.403 -0.173 8.341
C -7.515 -0.183 7.346
C -7.839 -0.161 5.987
C -6.838 -0.186 5.039
C -5.493 -0.230 5.410
C -5.176 -0.244 6.777
C -6.166 -0.221 7.726
C -4.476 -0.267 4.383
N -4.708 -0.314 3.082
C -3.494 -0.338 2.486
C -2.474 -0.305 3.433
N -3.124 -0.262 4.636
C -1.105 -0.301 3.086
C -0.027 -0.289 3.991
C 1.258 -0.255 3.512
C 1.476 -0.187 2.135
N 0.483 -0.214 1.257
C -0.798 -0.305 1.702
C -1.837 -0.397 0.715
N -1.461 -0.464 -0.591
C -2.409 -0.486 -1.514
C -3.772 -0.478 -1.222
C -4.171 -0.440 0.092
C -3.192 -0.398 1.096
H -10.307 -0.170 8.982
H -10.077 -1.018 7.437
H -10.056 0.767 7.492
H -8.871 -0.121 5.669
H -7.083 -0.164 3.987
H -4.146 -0.275 7.110
H -5.931 -0.235 8.782
H -2.707 -0.213 5.549
H -0.215 -0.304 5.057
H 2.104 -0.253 4.184
H 2.476 -0.092 1.738
H -2.077 -0.510 -2.543
H -4.491 -0.492 -2.027
H -5.213 -0.431 0.383
C 5.442 -3.431 1.590
C 5.923 -2.458 0.519
S 4.759 -1.092 0.158
C 4.187 -1.453 -1.526
C 3.183 -2.587 -1.629
S 1.546 -2.294 -0.839
C 1.488 -3.518 0.528
C 2.586 -3.441 1.582
S 4.031 -4.472 1.108
H 5.183 -2.918 2.516
H 6.241 -4.140 1.807
H 6.140 -2.973 -0.416
H 6.836 -1.975 0.869
H 5.062 -1.685 -2.134
H 3.774 -0.508 -1.875
H 3.571 -3.480 -1.147
H 2.977 -2.816 -2.677
H 1.477 -4.502 0.060
H 0.511 -3.336 0.979
H 2.205 -3.841 2.522
H 2.930 -2.424 1.734
N -0.499 6.240 0.824
C -0.764 5.233 0.330
N -1.107 4.086 -0.210
C -0.659 3.028 -0.586
N -0.397 1.946 -1.051
C 5.007 2.094 2.397
Si 3.833 3.209 1.438
C 2.426 3.841 2.530
C 4.698 4.621 0.570
C 2.919 2.097 0.225
C 2.265 1.330 -0.479
H 5.586 2.681 3.113
H 5.710 1.601 1.725
H 4.480 1.315 2.951
H 2.818 4.413 3.373
H 1.818 3.031 2.931
H 1.769 4.505 1.963
H 5.279 5.202 1.288
H 3.980 5.297 0.105
H 5.385 4.269 -0.201
C 1.572 3.593 -3.490
Si 0.937 2.707 -5.025
C 2.364 2.023 -6.050
C -0.190 3.781 -6.071
C -0.137 1.224 -4.405
Te 1.073 -0.266 -3.445
C -0.190 -1.930 -3.940
Si 0.397 -2.744 -5.585
C -0.850 -4.078 -6.011
C 2.131 -3.413 -5.272
C 0.528 -1.376 -6.872
H 2.347 4.317 -3.752
H 1.995 2.908 -2.756
H 0.764 4.151 -3.010
H 3.076 2.815 -6.289
H 2.009 1.619 -7.000
H 2.911 1.234 -5.528
H 0.358 4.650 -6.439
H -1.047 4.149 -5.504
H -0.569 3.240 -6.939
H -0.626 0.737 -5.247
H -0.885 1.560 -3.688
H -1.206 -1.554 -4.055
H -0.159 -2.633 -3.108
H -0.928 -4.830 -5.225
H -0.541 -4.589 -6.926
H -1.847 -3.671 -6.186
H 2.150 -4.190 -4.505
H 2.808 -2.606 -4.981
H 2.528 -3.858 -6.186
H -0.437 -0.935 -7.129
H 0.957 -1.766 -7.797
H 1.188 -0.583 -6.512

=====

| no. | orbital gap (eV) |
| --- | --- |
| 1 | 3.6 |
| 2 | 5.1 |